1.
Formula: C2H4N2OS
Source: OMol25
Level of theory: ωB97M-V with the def2-TZVPD basis set

XYZ file:
```
10
Properties=species:S:1:pos:R:3:forces:R:3:mulliken_charge:R:1
H -1.3989 1.6955 -0.1483 0.21 -0.41 0.25 0.19
N -0.4964 1.2085 -0.1285 -0.04 -1.40 -0.07 -0.69
C -0.5743 -0.0804 -0.0202 0.56 2.66 -0.19 0.70
N -1.6977 -0.8220 0.1981 -0.01 -0.46 -0.24 -0.47
S 0.9204 -1.0448 -0.1339 0.27 -0.64 0.08 -0.20
C 2.2600 0.1582 0.0766 -0.17 0.46 0.13 0.12
O 3.4171 -0.1756 0.0480 -1.45 0.52 0.02 -0.43
H -1.6614 -1.7877 -0.1085 -0.15 0.19 0.15 0.23
H -2.5487 -0.3273 -0.0211 -0.12 -0.19 0.02 0.24
H 1.7799 1.1757 0.2379 0.89 -0.74 -0.15 0.31
```
Forces are in eV/Å.

The value obtained for the frontier orbital gap is 10.17 eV. The calculated total energy is -661.53580 a.u. As for the total charge: 0. The energy above the lowest of the compared OMol25 structures with the same formula, charge and spin comes out at 130.6 kJ/mol. As for the SMILES: [H]/N=C(\N)SC=O. The value obtained for the LUMO energy is 0.0192 Ha. Its HOMO energy is -9.6 eV.


2.
Formula: C26H42BBr21ClNO2Si
Source: OMol25
Level of theory: ωB97M-V with the def2-TZVPD basis set

XYZ file:
```
95
Properties=species:S:1:pos:R:3:forces:R:3:mulliken_charge:R:1
C 4.3576 -0.3442 2.5674 -0.07 -0.17 -0.39 -1.30
C 5.5613 -0.2727 1.6337 -0.58 0.46 0.28 -0.55
C 5.3709 -1.0991 0.3758 1.16 -0.57 0.16 -0.48
C 6.4406 -0.7951 -0.7034 -1.33 -0.37 -0.12 -0.59
C 5.8473 -0.7401 -2.1263 0.53 0.82 0.46 -0.31
C 5.1412 0.5926 -2.4320 -0.26 -0.58 -0.91 -1.06
C 3.6803 0.6754 -1.9690 0.49 0.39 1.05 -0.25
C 3.5466 1.5661 -0.7025 -0.18 -0.22 -0.85 0.33
C 3.0278 2.9508 -1.0741 -0.33 0.24 -0.11 -1.51
C 1.5177 3.1137 -1.3541 0.40 -0.61 -0.01 -0.62
C 0.5702 2.4386 -0.3570 -0.17 0.37 -0.43 -0.28
C -0.8631 2.9686 -0.5336 0.10 0.34 -0.59 -0.79
C -1.7118 2.2540 -1.6162 0.59 -0.36 1.14 -0.88
Si -2.7087 0.7656 -1.0631 -0.40 -0.18 -1.27 0.15
Cl -1.5914 -0.7444 -0.1650 0.00 0.24 -0.18 -0.29
C -3.4753 0.0025 -2.6239 -0.14 -0.64 0.63 -0.44
B -4.3498 -1.2239 -2.1993 -0.06 -0.05 -0.28 0.36
O -3.8327 -2.4821 -1.9906 0.31 0.36 0.35 -0.52
O -5.7003 -1.0117 -2.0016 0.06 0.44 0.40 -0.42
C -4.1901 1.1921 0.0201 0.25 -0.44 0.09 0.27
C -4.7681 0.2509 0.8653 0.64 -0.48 -1.05 -0.02
C -5.8674 0.5603 1.5958 -1.27 -0.95 1.20 -0.74
N -6.4870 1.7354 1.6405 0.77 -0.21 -0.23 -0.37
C -5.8970 2.6168 0.8556 -1.28 1.70 0.36 -0.99
C -4.8167 2.4170 0.0475 0.95 0.06 -0.85 0.01
H 4.3928 0.4094 3.3453 0.12 -0.08 0.35 0.35
H 4.2986 -1.3505 2.9761 -0.06 -0.03 0.38 0.35
H 3.4256 -0.1876 2.0288 -0.11 0.10 -0.19 0.18
H 6.4296 -0.5925 2.2039 0.31 -0.19 -0.14 0.51
H 5.7627 0.7648 1.3737 -0.07 0.22 -0.11 0.36
H 4.3608 -1.0575 -0.0134 -0.21 0.31 0.00 0.26
H 5.5378 -2.1362 0.6691 -0.34 -0.27 -0.03 0.55
H 7.1850 -1.5857 -0.6521 0.31 0.32 0.01 -0.10
H 6.8673 0.1728 -0.4574 0.44 0.09 -0.17 0.55
H 5.1594 -1.5614 -2.3132 -0.04 -0.23 0.04 -0.08
H 6.6697 -0.8333 -2.8314 0.12 -0.16 -0.17 0.39
H 5.1399 0.7015 -3.5156 0.13 0.06 -0.18 0.35
H 5.7539 1.4050 -2.0482 -0.06 0.24 0.10 0.55
H 3.3652 -0.3264 -1.7193 -0.29 -0.28 -0.05 -0.54
H 3.0265 1.0456 -2.7524 -0.09 0.03 -0.17 0.75
H 4.5532 1.6786 -0.3192 0.12 0.05 0.40 0.27
H 2.9575 1.0542 0.0491 -0.25 0.13 0.28 -0.06
H 3.5322 3.2003 -2.0074 0.21 0.31 -0.06 0.34
H 3.3405 3.7001 -0.3518 0.02 0.03 0.30 0.46
H 1.3416 2.7113 -2.3519 -0.26 -0.10 -0.15 0.21
H 1.2688 4.1696 -1.4229 0.14 0.23 0.06 0.46
H 0.9029 2.6531 0.6558 0.09 -0.14 0.20 0.43
H 0.6105 1.3696 -0.5376 -0.04 -0.33 0.32 0.12
H -0.7367 3.9939 -0.8811 -0.17 0.25 0.15 0.37
H -1.3914 3.0339 0.4078 -0.09 -0.09 0.22 0.35
H -1.0161 1.9079 -2.3773 -0.11 -0.07 -0.40 0.38
H -2.4051 2.9592 -2.0699 -0.15 -0.01 -0.19 0.53
H -2.6928 -0.2828 -3.3231 0.10 0.20 -0.15 0.35
H -4.1791 0.7338 -3.0156 0.19 0.29 -0.31 0.29
H -4.4196 -2.9762 -1.4118 0.00 -0.45 -0.22 0.22
H -6.0363 -1.5146 -1.2556 -0.41 -0.18 -0.13 0.22
H -4.3484 -0.7394 0.9352 0.10 -0.22 0.15 0.48
H -6.2914 -0.2182 2.2167 -0.12 -0.06 0.15 0.45
H -6.3341 3.6076 0.8596 -0.15 0.13 0.01 0.49
H -4.4615 3.2256 -0.5693 0.03 0.29 -0.04 0.39
C -1.7328 1.1750 4.0759 0.17 0.19 -0.06 -0.46
Br -3.0096 0.3429 5.2454 0.09 -0.34 -0.27 -0.06
Br -0.0482 0.2416 4.0789 -0.21 0.10 -0.17 0.03
Br -2.4680 1.3929 2.3044 0.35 0.19 1.14 0.20
H -1.5416 2.1658 4.4642 -0.02 0.00 0.05 0.39
C 8.4579 -4.6204 -1.2177 -0.03 -0.02 -0.02 -0.33
Br 6.7300 -4.0911 -1.8790 0.05 -0.17 -0.01 0.03
Br 9.7017 -3.1500 -1.2044 -0.03 -0.03 0.01 -0.04
Br 8.3292 -5.4610 0.5089 0.00 0.05 -0.02 -0.01
H 8.8486 -5.3579 -1.9022 0.01 -0.02 -0.01 0.34
C -4.7026 3.6474 7.3791 0.02 0.01 -0.01 -0.34
Br -5.2331 3.3413 5.5532 0.02 0.00 0.06 0.01
Br -6.1910 3.4723 8.5856 0.03 -0.02 -0.03 -0.02
Br -3.2232 2.5302 7.9200 -0.13 0.25 0.15 -0.02
H -4.3623 4.6698 7.4404 0.02 0.02 0.02 0.35
C 0.9687 -3.7485 -3.3530 0.01 -0.08 -0.05 -0.27
Br 1.5361 -5.5510 -2.9894 0.02 0.02 -0.03 -0.02
Br 2.3291 -2.4665 -2.9083 -0.02 -0.03 -0.05 0.17
Br 0.3434 -3.5488 -5.1594 0.23 0.09 0.02 0.02
H 0.1297 -3.5488 -2.7094 -0.14 0.04 0.12 0.23
C 1.5168 -1.3865 7.7527 0.01 0.01 -0.02 -0.36
Br 3.0098 -1.1560 8.9448 -0.02 0.01 -0.04 -0.02
Br 0.2932 0.0959 7.8604 0.05 -0.03 0.01 0.01
Br 2.1041 -1.7257 5.9474 0.11 -0.05 0.17 -0.04
H 0.9800 -2.2635 8.0815 -0.01 -0.02 -0.01 0.36
C -2.6229 -6.2350 -7.1704 0.02 0.00 0.05 -0.33
Br -2.7949 -5.2205 -5.5467 -0.20 -0.10 -0.04 0.03
Br -1.7567 -5.2108 -8.5526 0.01 -0.02 0.04 -0.02
Br -1.7333 -7.9141 -6.8661 0.00 0.05 -0.01 -0.01
H -3.6201 -6.4599 -7.5169 -0.02 0.00 -0.02 0.33
C -10.1414 2.0116 -0.7358 0.03 0.01 0.04 -0.33
Br -10.0948 2.4169 1.1437 0.00 -0.03 -0.05 -0.02
Br -8.4594 1.3092 -1.3524 -0.01 -0.07 -0.05 0.03
Br -11.6044 0.8399 -1.1776 0.03 0.01 0.02 -0.04
H -10.3096 2.9410 -1.2584 -0.02 0.01 -0.02 0.34
```
Forces are in eV/Å.

The value obtained for the frontier orbital gap is 9.47 eV. The calculated total energy is -56050.04359 a.u. As for the total charge: 0. The value obtained for the LUMO energy is -0.0062 Ha. Its HOMO energy is -9.6 eV.


3.
Formula: C2H5N3OS
Source: OMol25
Level of theory: ωB97M-V with the def2-TZVPD basis set

XYZ file:
```
12
Properties=species:S:1:pos:R:3:forces:R:3:mulliken_charge:R:1
C -2.3317 0.5628 0.1938 -0.76 -0.14 -0.29 -0.24
N -1.8591 -0.4815 -0.3466 0.20 0.18 0.07 -0.69
N -0.5208 -0.7895 -0.1458 -0.03 0.16 0.05 0.03
C 0.5730 0.0429 -0.1527 0.14 0.15 -0.01 0.49
S 0.5983 1.7052 -0.2327 0.06 -0.32 0.03 -0.48
N 1.7330 -0.6865 -0.1197 -0.73 0.99 -0.68 -0.17
O 2.9367 -0.0272 0.0127 0.35 -0.29 0.04 -0.34
H -1.7800 1.2469 0.8198 0.05 0.08 0.04 0.27
H -3.4021 0.7289 -0.0120 0.62 0.01 0.20 0.26
H -0.3488 -1.7019 -0.5208 0.13 -0.29 -0.09 0.31
H 1.7129 -1.5132 0.4203 0.19 -0.85 0.63 0.26
H 2.6885 0.9133 0.0838 -0.23 0.30 0.02 0.28
```
Forces are in eV/Å.

The value obtained for the frontier orbital gap is 9.66 eV. The calculated total energy is -716.80181 a.u. As for the total charge: 0. The energy above the lowest of the compared OMol25 structures with the same formula, charge and spin comes out at 364.7 kJ/mol. As for the SMILES: C=NNC(=S)NO. The value obtained for the LUMO energy is 0.0221 Ha. Its HOMO energy is -9.1 eV.


4.
Formula: C28H52ClOPRu
Source: OMol25
Level of theory: ωB97M-V with the def2-TZVPD basis set

XYZ file:
```
84
Properties=species:S:1:pos:R:3:forces:R:3:lowdin_spin:R:1
Ru 1.1960 -1.2151 0.2109 -1.63 0.36 -1.63 2.86
P 0.0898 0.6389 -0.7716 -0.05 1.07 -0.24 0.18
Cl -0.4817 -2.5887 -0.8812 -1.03 -1.15 -1.36 0.16
C 2.6182 -0.1057 -0.1052 4.64 0.78 -0.84 0.69
H 3.5629 -0.2724 -0.6754 -0.39 0.51 0.17 0.11
H 2.8196 0.2434 0.9207 0.56 0.16 0.19 0.08
C -1.7503 1.0095 -0.6494 0.22 0.62 -0.39 0.05
C 0.7599 0.7126 -2.5140 -0.33 0.35 0.10 0.03
C -2.6415 0.0644 -1.4669 -0.09 -0.18 0.10 0.00
H -1.9382 0.8012 0.4220 0.07 0.01 -0.23 0.00
C -4.1184 0.2467 -1.0751 0.20 0.06 0.05 0.00
H -2.5212 0.2767 -2.5401 -0.07 -0.02 0.24 0.00
H -2.3274 -0.9776 -1.3118 -0.13 0.32 -0.06 0.00
C -4.5930 1.7021 -1.1775 0.06 0.03 -0.12 0.00
H -4.7453 -0.3897 -1.7097 0.01 0.03 0.11 0.00
H -4.2511 -0.1000 -0.0414 0.04 0.00 -0.09 0.00
C -3.6238 2.7026 -0.5378 0.03 0.00 0.04 0.00
H -4.7306 1.9638 -2.2350 0.07 -0.03 0.04 0.00
H -5.5757 1.8030 -0.7028 0.03 -0.01 -0.10 0.00
C -2.1603 2.4658 -0.9264 -0.27 -0.05 0.00 0.01
H -3.9051 3.7253 -0.8155 -0.09 -0.06 0.08 0.00
H -3.7104 2.6371 0.5559 0.04 -0.02 -0.08 0.00
H -2.0194 2.6839 -1.9965 -0.10 -0.05 0.25 0.00
H -1.5309 3.1718 -0.3740 -0.23 -0.20 -0.15 0.00
C 0.9210 2.0921 0.0557 -0.07 0.16 -0.28 0.05
C -0.1156 1.4577 -3.5327 0.21 -0.06 -0.04 0.01
H 1.7096 1.2633 -2.4036 -0.23 -0.13 0.07 0.01
C 0.6149 1.5624 -4.8761 -0.01 -0.01 0.05 0.00
H -1.0630 0.9153 -3.6663 0.23 0.12 -0.04 0.00
H -0.3699 2.4644 -3.1714 0.12 -0.23 -0.10 0.00
C 1.0936 0.2021 -5.3977 -0.11 0.01 -0.02 0.00
H -0.0462 2.0370 -5.6106 0.11 -0.03 -0.03 0.00
H 1.4824 2.2252 -4.7537 -0.05 -0.04 0.02 0.00
C 1.8658 -0.6085 -4.3500 -0.07 0.10 0.31 0.00
H 0.2217 -0.3743 -5.7348 0.04 0.01 0.10 0.00
H 1.7203 0.3586 -6.2826 -0.05 -0.04 0.00 0.00
C 1.1167 -0.6875 -3.0066 -0.06 -0.17 -0.62 0.04
H 2.0530 -1.6193 -4.7299 0.02 0.10 0.04 0.00
H 2.8446 -0.1424 -4.1793 -0.02 0.00 -0.03 0.00
H 0.1951 -1.2674 -3.1508 0.14 0.07 0.08 0.00
H 1.6968 -1.2213 -2.2279 -0.16 0.27 -0.61 0.03
C 0.3224 2.2858 1.4483 0.00 0.21 0.07 0.01
H 1.9724 1.7605 0.1734 -0.77 -0.17 0.00 0.02
C 1.1619 3.2596 2.2756 0.02 -0.04 0.01 0.00
H -0.7047 2.6639 1.3590 0.08 0.05 0.13 0.00
H 0.2484 1.3264 1.9854 0.11 0.24 -0.36 0.00
C 1.4755 4.5544 1.5163 -0.13 0.03 0.01 0.00
H 0.6265 3.4906 3.2051 0.16 0.04 -0.04 0.00
H 2.0990 2.7626 2.5659 -0.10 0.06 -0.11 0.00
C 2.0003 4.3214 0.0955 0.04 -0.01 -0.14 0.00
H 0.5646 5.1644 1.4628 0.00 -0.03 -0.01 0.00
H 2.2094 5.1347 2.0871 -0.09 0.04 -0.07 0.00
C 1.1110 3.3864 -0.7359 -0.24 0.08 0.31 0.00
H 2.1028 5.2756 -0.4314 0.09 0.05 0.12 0.00
H 3.0056 3.8794 0.1601 -0.14 0.02 -0.05 0.00
H 0.1498 3.8538 -0.9768 0.20 0.21 0.02 0.00
H 1.6090 3.1618 -1.6897 -0.12 0.11 0.21 0.00
C 0.2346 -1.6472 1.9985 -1.48 3.05 0.67 0.23
C 0.9187 -2.8511 1.7972 2.00 -2.62 0.57 0.11
H -0.6432 -1.5460 1.3525 -0.75 -0.02 1.07 0.02
C 2.2706 -2.7788 2.5076 0.61 -0.39 0.67 0.04
H 1.1048 -2.9866 0.6624 0.12 -1.47 1.57 0.05
C 2.1369 -2.4268 4.0151 0.33 -0.12 -0.22 0.00
H 2.8102 -3.7295 2.3769 -0.14 0.22 0.02 0.00
H 2.8235 -1.9850 1.9919 0.30 -0.22 0.29 0.02
C 1.5872 -1.0090 4.1341 -0.74 0.26 -0.27 0.00
H 1.4495 -3.1287 4.5266 0.22 0.21 -0.34 0.00
H 3.1126 -2.5180 4.5346 -0.34 0.04 -0.34 0.00
C 0.2414 -0.9720 3.3550 -0.60 -0.78 0.41 0.04
H 1.4023 -0.7369 5.1882 0.03 -0.08 -0.30 0.00
H 2.2913 -0.2613 3.7378 -0.04 -0.25 -0.09 0.00
H -0.4346 -1.6409 3.9250 -0.09 0.58 0.51 0.01
H -0.2233 0.0335 3.3102 0.30 -0.54 0.17 0.00
C -0.8024 -5.6398 0.9756 0.02 -0.08 -0.20 0.00
C -0.9640 -4.5122 1.9768 0.47 0.53 0.55 0.01
C -1.4659 -4.9927 3.3485 -0.06 0.05 0.05 0.00
O 0.3686 -4.0433 2.3069 -1.19 -1.43 0.24 0.05
H 0.1038 -6.1965 1.2516 -0.27 0.00 -0.10 0.00
H -0.6802 -5.2318 -0.0327 0.06 -0.09 0.16 0.00
H -1.6608 -6.3187 0.9809 0.01 0.05 -0.01 0.00
H -1.5974 -3.6885 1.5588 0.54 -0.56 0.37 0.00
H -2.3692 -5.6128 3.3345 0.03 0.09 -0.29 0.00
H -0.6600 -5.5894 3.8063 -0.26 0.21 -0.11 0.00
H -1.6716 -4.1285 3.9949 0.16 -0.19 -0.11 0.00
```
Forces are in eV/Å.

The value obtained for the frontier orbital gap (alpha / beta) is 4.48 / 6.94 eV. The calculated total energy is -2069.58093 a.u. As for the total charge: -1. The energy above the lowest of the compared OMol25 structures with the same formula, charge and spin comes out at 54.4 kJ/mol. As for the multiplicity: 6. As for the expectation value of S²: 8.77. The value obtained for the LUMO energy (alpha / beta) is 0.1027 / 0.1020 Ha. Its HOMO energy (alpha / beta) is -1.7 / -4.2 eV.


Q: Which value of total charge does entry 3 give?
A: 0